Entry from OMol25: a 2-piece molecular cluster, C3H8N2 overall at a distorted geometry (ωB97M-V with the def2-TZVPD basis set).

Positions of all 13 atoms, in Å:
1 C 1.07 0.35 -0.35
2 N 0.79 0.14 0.87
3 C 1.61 0.77 1.94
4 H 1.17 -0.56 -0.96
5 H 1.50 1.33 -0.58
6 H 1.85 -0.04 2.68
7 H 2.54 1.16 1.46
8 H 1.04 1.59 2.38
9 C -2.64 -1.07 -1.74
10 N -1.55 -0.45 -1.65
11 H -3.52 -0.62 -2.19
12 H -2.93 -1.79 -0.96
13 H -0.94 -0.79 -0.89

The calculation puts the HOMO-LUMO gap at 9.80 eV. As for the HOMO energy: -8.95 eV. The calculated total energy comes out at -6217.7208 eV. Its energy above the lowest of the compared OMol25 structures with the same formula, charge and spin is 95.1 kcal/mol.

The net atomic charges from natural (NBO), expressed in e, are:
1. C -0.060
2. N -0.433
3. C -0.443
4. H 0.192
5. H 0.141
6. H 0.218
7. H 0.181
8. H 0.203
9. C -0.053
10. N -0.591
11. H 0.163
12. H 0.136
13. H 0.345